Record 1
# C30H25F3N2P2SbSe4V

C30H25F3N2P2SbSe4V as an isolated structure (wB97M-V/def2-TZVPD, the OMol25 dataset).

The multiplicity is 3. The calculation puts the energy above the lowest of the compared OMol25 structures with the same formula, charge and spin at 15.5 kcal per mole. The molecular weight is 1021.03 g/mol.

```
68
Properties=species:S:1:pos:R:3:forces:R:3:lowdin_charge:R:1
Sb 4.24418 2.43243 -2.20320 0.0359 0.0842 0.0035 -0.21
Se 4.01558 0.23609 -0.82932 -0.4753 0.1412 0.1443 0.12
Se 1.65057 2.48255 -2.49906 -0.0720 -0.2391 0.3165 0.09
Se 5.26360 1.97139 -4.29492 -0.0364 -0.0171 0.0747 -0.14
Se 4.82159 4.20189 -0.69201 -0.0094 -0.0547 -0.0589 -0.11
V 1.74437 1.04013 -0.63356 0.7949 0.2561 -0.4519 -0.08
P 0.54962 -1.21661 -1.00404 0.0613 0.3511 0.1202 0.89
P -1.54709 0.67078 -1.48190 -0.2232 0.1694 0.0759 0.98
F 0.74117 2.55723 6.00708 0.0486 0.0067 -0.0171 0.15
F 2.71811 1.68195 6.07161 -0.0216 0.0320 -0.0174 0.16
F 2.48967 3.81772 5.78932 -0.0143 -0.0512 0.0040 0.15
N 1.75441 1.97289 1.28182 -0.2179 -0.5881 -0.2053 -0.03
N -1.10735 -0.94071 -0.99992 0.2301 -0.1462 0.0666 -0.41
C -2.02027 1.56625 2.53891 0.0190 -0.0582 0.0020 -0.08
C 2.31062 3.09750 1.73653 -0.0252 -0.0381 -0.2424 -0.09
C 2.40002 3.35020 3.09301 -0.0269 -0.0095 0.1908 0.05
C -4.18209 -0.27852 -0.97020 -0.0384 -0.0064 -0.0123 -0.10
C 1.91767 2.40516 3.98241 0.0437 0.0379 -0.1116 -0.09
C 1.97580 2.62537 5.47229 -0.0132 0.0365 0.0563 -0.59
C -5.50138 -0.49901 -1.32908 0.0150 0.0014 0.0127 -0.08
C 1.36062 1.22606 3.50964 -0.0343 -0.0026 -0.0328 0.03
C -5.11227 0.58494 -3.44044 0.0029 0.0004 0.0036 -0.08
C 1.56812 -3.36050 -4.93122 -0.0082 -0.0104 -0.0169 -0.07
C -3.78610 0.79724 -3.08457 0.0009 -0.0341 0.0161 -0.10
C 2.16811 -2.60630 0.77656 0.0456 0.0031 -0.0250 -0.10
C 1.29163 1.05738 2.14471 0.0169 0.1365 0.0090 -0.12
C 0.07718 -3.91410 2.04882 -0.0101 0.0109 -0.0068 -0.08
C 2.26765 -2.38803 -2.84785 -0.0580 -0.0288 -0.0473 -0.09
C -0.18731 -3.03588 1.00788 -0.0056 0.0294 0.0231 -0.09
C -1.98053 0.85948 1.34943 -0.0098 0.0121 0.0341 -0.11
C -1.61404 1.49559 0.16136 0.0345 -0.0601 -0.0560 -0.38
C -1.24912 2.83993 0.19869 -0.0253 0.0156 -0.0442 -0.12
C 1.38506 -4.14285 2.45092 0.0175 0.0002 0.0022 -0.08
C -0.06888 -2.42996 -3.44034 -0.0184 -0.0068 0.0172 -0.09
C 0.93919 -2.09773 -2.54093 0.0702 0.0350 0.0499 -0.33
C 2.42965 -3.48611 1.81553 -0.0265 -0.0050 0.0070 -0.06
C -3.31193 0.36836 -1.84790 0.0185 0.0146 -0.0317 -0.37
C 0.85713 -2.38074 0.35895 -0.0849 -0.0399 -0.0330 -0.34
C 2.57673 -3.02150 -4.03996 0.0085 0.0072 0.0076 -0.06
C -1.67179 2.91388 2.56303 0.0280 0.0258 -0.0234 -0.08
C -5.96711 -0.06456 -2.56460 -0.0100 0.0068 -0.0125 -0.08
C 0.24705 -3.06510 -4.63246 0.0040 0.0026 0.0089 -0.08
C -1.28145 3.54846 1.39494 -0.0210 -0.0008 0.0262 -0.07
H -0.74061 -4.42032 2.54497 -0.0001 -0.0013 -0.0001 0.11
H -0.92112 3.33222 -0.71099 -0.0196 -0.0050 -0.0012 0.08
H -1.75534 -1.70117 -1.15294 -0.0615 0.0399 -0.0126 0.06
H -2.31086 1.06660 3.45499 -0.0032 0.0063 -0.0004 0.11
H 2.99115 -2.08732 0.29919 -0.0087 -0.0032 -0.0179 0.03
H 2.84950 4.26792 3.44228 0.0099 -0.0003 -0.0191 0.13
H -0.99344 4.59164 1.40963 0.0030 0.0062 0.0036 0.11
H 3.06202 -2.08448 -2.17980 0.0290 0.0015 0.0051 0.04
H 0.84243 0.17736 1.69022 0.0148 -0.0716 0.2638 0.10
H -3.83469 -0.60089 0.00389 -0.0294 -0.0097 -0.0316 0.09
H 0.97655 0.47138 4.18130 0.0013 -0.0115 -0.0097 0.14
H 2.71600 3.77267 0.98968 0.0073 0.0088 0.0064 0.03
H -1.21356 -2.85445 0.71488 0.0021 -0.0123 -0.0091 0.09
H 1.58970 -4.82995 3.26143 0.0010 0.0036 0.0042 0.11
H -1.10119 -2.18314 -3.22675 0.0039 0.0067 -0.0295 0.09
H -0.53946 -3.31677 -5.33164 -0.0007 0.0000 0.0013 0.11
H 1.81407 -3.84238 -5.86836 0.0055 -0.0029 0.0030 0.11
H -1.69367 3.46027 3.49755 -0.0050 0.0024 0.0007 0.11
H 3.45146 -3.65200 2.12979 0.0020 -0.0042 0.0025 0.11
H -5.47378 0.92493 -4.40186 0.0008 -0.0006 -0.0019 0.11
H -7.00010 -0.23183 -2.84051 0.0007 -0.0020 -0.0023 0.11
H -2.22044 -0.19761 1.34278 0.0414 0.0157 0.0201 0.09
H 3.61042 -3.22827 -4.28241 0.0013 0.0008 0.0031 0.11
H -3.11076 1.29524 -3.76990 -0.0027 0.0093 -0.0034 0.10
H -6.17067 -1.00232 -0.64334 -0.0032 0.0036 -0.0008 0.11
```
Positions in Å, forces in eV/Å.

=====

Record 2
# C8H13KN3S

C8H13KN3S as an isolated structure (wB97M-V/def2-TZVPD, the OMol25 dataset).

The molecular weight is 222.38 g/mol. As for the charge: +1. Its total energy is -1474.84885 Ha.

```
26
Properties=species:S:1:pos:R:3:forces:R:3:lowdin_charge:R:1
K -0.80034 0.88976 -1.03438 0.0785 0.0789 0.0045 0.75
S -1.32422 -2.11053 -0.89760 0.1409 -0.2747 -0.1208 0.58
N -3.25322 -1.10784 0.64095 -0.9510 -0.6613 -0.1209 -0.11
N -3.80248 -2.93995 -0.57498 -1.5367 0.2924 1.0898 0.12
N -2.38390 -0.15577 1.18165 0.8924 -0.6945 0.2299 -0.03
C 1.23855 2.75926 0.61655 0.1409 0.8343 -0.1880 -0.11
C 2.30787 0.36029 -0.40007 0.4379 -0.6011 0.6805 -0.29
C -2.86399 -2.06805 -0.25772 0.6447 1.6810 0.5868 -0.90
C 1.68611 0.37912 0.84073 -0.7421 1.5930 -0.2264 -0.06
C 1.79182 2.68586 -0.66929 -0.1682 1.4603 0.1057 -0.12
C 1.15750 1.59229 1.33417 0.4289 -0.7927 1.0079 -0.12
C 2.36522 1.54274 -1.14681 0.2334 -1.2378 -0.0580 -0.07
C 3.10269 -0.82268 -0.89972 -2.8013 0.4776 -1.2126 -0.01
H 1.02165 3.75928 1.05953 -0.1738 -1.0468 -0.4654 0.13
H -2.96153 0.59492 1.53872 0.1735 -0.0764 0.2910 0.10
H -1.80619 -0.61320 1.92105 -0.6574 0.8016 -0.5319 0.12
H 1.57107 -0.44421 1.50127 0.3062 -0.9493 0.1051 0.11
H 2.62022 -1.78787 -0.79667 -0.0071 -0.0938 0.4124 0.09
H -4.07531 -1.32369 1.19801 0.1954 -0.0048 -0.1102 0.15
H 2.96276 1.45247 -2.05383 -0.4318 0.5980 -0.0644 0.13
H -4.79397 -2.84236 -0.45162 -0.1456 0.6526 0.7332 0.13
H 3.19576 -0.64626 -1.95091 0.2585 -0.2359 -0.8525 0.07
H 0.83589 1.58318 2.38109 -0.1488 0.1687 -0.4296 0.12
H 1.82137 3.60017 -1.24739 0.2056 0.0250 -0.0971 0.11
H 4.05259 -0.80090 -0.52372 2.4465 -0.2147 1.2893 0.06
H -3.66589 -3.53602 -1.30901 1.1804 -1.7796 -2.0585 0.07
```
Positions in Å, forces in eV/Å.

=====

Which value of molecular weight does entry 1 give? 1021.03 g/mol

=====

molecular weight of number 2 (C8H13KN3S)? 222.38 g/mol

=====

Among the records above, which one has the lowest molecular weight? C8H13KN3S